Record 1
Density functional theory data (wB97M-V/def2-TZVPD) for 2 unconnected molecules or ions with the total composition C8H15O2.

The calculation puts the total energy at -12636.2056 eV. The calculation puts the LUMO energy at 3.37 eV. For the HOMO energy, the calculation gives -3.9 eV. Its charge is -1.

Element x y z (Å)
1 C -0.7511 0.2889 2.1768
2 C 0.6979 0.1795 1.6975
3 C -1.6856 0.6467 1.0192
4 C 1.1467 1.4706 1.0099
5 C -1.2368 1.9378 0.3315
6 C 0.2122 1.8283 -0.1477
7 H -0.8148 1.0818 2.9467
8 H -1.0708 -0.6617 2.6454
9 H 0.7742 -0.6561 0.9754
10 H 1.3654 -0.0506 2.5502
11 H -2.7248 0.7511 1.3860
12 H -1.6710 -0.1768 0.2795
13 H 2.1859 1.3661 0.6430
14 H 1.1322 2.2941 1.7496
15 H -1.3131 2.7734 1.0536
16 H -1.9043 2.1679 -0.5211
17 H 0.5320 2.7789 -0.6163
18 H 0.2759 1.0354 -0.9176
19 O -0.9083 -1.9257 -3.0252
20 O -0.4639 -3.4119 -1.3607
21 C -0.1673 -2.6985 -2.3580
22 C 1.3204 -2.7515 -2.8025
23 H 1.8789 -1.9729 -2.2563
24 H 1.7699 -3.7326 -2.5741
25 H 1.4200 -2.5623 -3.8846

Löwdin population analysis, charges in e, atoms 1 to 6: number 1, C, carries -0.225; number 2, C, carries -0.219; number 3, C, carries -0.215; number 4, C, carries -0.229; number 5, C, carries -0.225; number 6, C, carries -0.219

=====

Record 2
Density functional theory data (wB97M-V/def2-TZVPD) for a single C3H6N2O3 molecule.

Its structure (SMILES) is C=NO/C(=N\O)OC. The calculation puts the total energy at -12326.3152 eV. The calculation puts the LUMO energy at 0.96 eV. For the HOMO energy, the calculation gives -9.1 eV.

Element x y z (Å)
1 C 2.9754 -0.6987 0.0078
2 N 1.7730 -0.5632 0.4786
3 O 0.9021 -0.3246 -0.6738
4 C -0.3671 0.0389 -0.2336
5 N -0.6075 1.2317 0.0526
6 O 0.5525 1.9580 -0.0980
7 O -1.2274 -0.9629 -0.1568
8 C -2.5603 -0.5937 0.1227
9 H 3.2972 -0.7135 -1.0298
10 H 3.6897 -0.7994 0.8529
11 H 0.3193 2.8711 0.2175
12 H -2.7170 -0.3620 1.2064
13 H -2.7912 0.3275 -0.5233
14 H -3.2387 -1.4092 -0.2232

Löwdin population analysis, charges in e, atoms 1 to 6: number 1, C, carries 0.000; number 2, N, carries 0.058; number 3, O, carries -0.064; number 4, C, carries -0.495; number 5, N, carries 0.065; number 6, O, carries -0.060

=====

Record 3
Density functional theory data (wB97M-V/def2-TZVPD) for a molecular structure, C9H7N2O5PmS.

The calculation puts the total energy at -50033.6187 eV. As for the spin multiplicity: 5. The calculation puts the LUMO energy (spin up / spin down) at -9.38 / -9.22 eV. For the HOMO energy (spin up / spin down), the calculation gives -15.1 / -15.1 eV. Its charge is +2.

Element x y z (Å)
1 O -0.8623 2.8346 -7.2831
2 C -0.8740 2.7588 -6.1431
3 Pm -0.8308 1.1695 -2.2343
4 C -1.1069 1.1834 0.1738
5 O -1.0705 1.2766 1.3383
6 C -0.9166 -1.5313 -1.9810
7 O -0.8674 -2.6811 -1.9310
8 C 1.4750 0.6646 -2.3974
9 O 2.6222 0.5076 -2.4569
10 C -3.1312 0.5059 -2.3028
11 O -4.2570 0.3835 -2.5613
12 H -0.8171 0.2023 -4.0044
13 C -0.4166 -1.9525 2.4918
14 N 0.5499 -0.8548 2.5048
15 C 0.9904 -0.1503 3.6238
16 C 1.8532 0.8055 3.1772
17 N 1.8992 0.6692 1.7871
18 C 1.1711 -0.4009 1.3949
19 S 1.0232 -1.0963 -0.1489
20 H -1.2981 -1.6948 1.9005
21 H 0.0402 -2.8409 2.0544
22 H -0.7121 -2.1460 3.5211
23 H 0.6425 -0.4033 4.6123
24 H 2.4267 1.5612 3.7038
25 H 2.4669 1.2295 1.1602

Löwdin population analysis, charges in e, atoms 1 to 6: number 1, O, carries 0.053; number 2, C, carries -0.007; number 3, Pm, carries 1.235; number 4, C, carries -0.089; number 5, O, carries 0.134; number 6, C, carries -0.195

=====

Record 4
Density functional theory data (wB97M-V/def2-TZVPD) for a molecular structure, C32H22F12FeNO2PS2.

The calculation puts the total energy at -137084.9698 eV. As for the spin multiplicity: 2. The calculation puts the LUMO energy (spin up / spin down) at 2.51 / 0.71 eV. For the HOMO energy (spin up / spin down), the calculation gives -4.1 / -4.1 eV. Its charge is -1.

Element x y z (Å)
1 Fe -1.5814 -0.2177 1.7633
2 C 3.0668 2.6953 -1.9136
3 C 1.8420 2.0539 -1.2972
4 C 0.7800 1.7564 -2.1150
5 C -0.5533 1.3560 -1.8190
6 C -0.9066 0.7065 -0.6577
7 N -2.0105 0.5064 0.0430
8 C -3.3046 0.9154 -0.2413
9 C -3.5919 2.0343 -1.0316
10 C -4.8937 2.4272 -1.2702
11 C -5.9601 1.7245 -0.7253
12 C -7.3829 2.1547 -0.9654
13 C -5.6712 0.6320 0.0809
14 C -4.3734 0.1976 0.3379
15 C -4.1305 -1.0024 1.3083
16 O -2.8948 -1.5551 1.3376
17 C -4.3361 -0.4381 2.7403
18 F -4.3066 -1.3805 3.6869
19 F -5.4232 0.3098 2.9635
20 F -3.2482 0.3774 2.9657
21 C -5.1246 -2.1617 1.0221
22 F -4.7918 -3.2751 1.6783
23 F -6.4044 -1.8861 1.3873
24 F -5.1454 -2.4572 -0.2838
25 C 1.1635 1.1666 0.9345
26 C 1.8252 2.0307 0.1444
27 C 0.8137 1.2516 2.4270
28 O -0.5225 1.1176 2.6214
29 C 1.2370 2.6140 3.0289
30 F 0.8271 2.7691 4.2907
31 F 0.7170 3.6329 2.3319
32 F 2.5839 2.7743 3.0267
33 C 1.6104 0.1201 3.1762
34 F 0.9616 -1.0544 3.0885
35 F 1.7859 0.3593 4.4858
36 F 2.8395 -0.0800 2.6523
37 H 3.1432 2.4548 -2.9744
38 H 3.9871 2.3549 -1.4355
39 H 3.0307 3.7864 -1.8196
40 H 0.9467 2.0066 -3.1613
41 H -1.3253 1.6224 -2.5291
42 H -2.7704 2.6124 -1.4274
43 H -5.0818 3.3035 -1.8820
44 H -7.5450 2.4246 -2.0105
45 H -7.6436 3.0260 -0.3590
46 H -8.0814 1.3566 -0.7128
47 H -6.5036 0.1023 0.5209
48 H 2.4113 2.8102 0.6241
49 S 2.4405 -1.9845 -4.2322
50 P 2.4158 -1.6002 -2.3129
51 S 0.4177 -0.2195 0.1400
52 C 2.5110 -3.1181 -1.3014
53 C 3.6787 -3.8817 -1.3428
54 C 3.7839 -5.0341 -0.5841
55 C 2.7243 -5.4360 0.2223
56 C 1.5599 -4.6871 0.2596
57 C 1.4518 -3.5295 -0.5024
58 C 3.8351 -0.6252 -1.7389
59 C 4.7132 -0.0194 -2.6313
60 C 5.7780 0.7304 -2.1525
61 C 5.9583 0.8948 -0.7860
62 C 5.0675 0.3116 0.1067
63 C 4.0101 -0.4478 -0.3668
64 H 4.5028 -3.5659 -1.9714
65 H 4.6929 -5.6214 -0.6202
66 H 2.8099 -6.3349 0.8199
67 H 0.7299 -4.9947 0.8821
68 H 0.5356 -2.9552 -0.4710
69 H 4.5610 -0.1513 -3.6954
70 H 6.4662 1.1916 -2.8500
71 H 6.7871 1.4853 -0.4158
72 H 5.1888 0.4521 1.1732
73 H 3.3161 -0.8954 0.3346

Löwdin population analysis, charges in e, atoms 1 to 6: number 1, Fe, carries 0.627; number 2, C, carries -0.065; number 3, C, carries -0.299; number 4, C, carries -0.097; number 5, C, carries -0.118; number 6, C, carries -0.478